{
  "formula": "C16H25NO",
  "method": "ωB97M-V/def2-TZVPD",
  "homo_energy_ev": -8.287,
  "e_lumo_ev": 1.0,
  "relative_energy_ev": 17.945,
  "charge": 0,
  "mol_weight_g_mol": 247.38,
  "energy_ev": -20518.608,
  "elements": ["C", "C", "C", "C", "C", "C", "C", "H", "H", "O", "C", "C", "H", "C", "H", "H", "C", "N", "C", "C", "C", "C", "C", "H", "H", "H", "H", "H", "H", "H", "H", "H", "H", "H", "H", "H", "H", "H", "H", "H", "H", "H", "H"],
  "xyz": [[-7.3421, -0.3716, 1.1233], [-5.8385, -0.1710, 0.5439], [-5.0533, -1.1272, 0.0806], [-3.8583, -1.0581, -0.3642], [-3.3412, 0.0733, -0.4999], [-4.2021, 1.2349, 0.1422], [-5.5255, 0.9876, 0.6957], [-6.0468, 1.9763, 0.7433], [-3.7674, 2.3353, -0.0186], [-2.0671, 0.5172, -0.7667], [-1.3027, -0.2792, -1.1427], [0.0180, 0.2247, -1.5684], [0.0141, 0.7367, -2.3204], [0.7874, 0.8015, -0.1730], [0.0928, 1.4734, 0.0440], [0.7764, -0.0872, 0.6856], [2.2010, 1.1374, -0.4017], [3.1665, 0.4561, 0.2670], [3.5346, -0.6524, -0.5442], [4.3551, -1.5782, 0.4541], [5.6671, -0.9093, 0.4362], [5.3264, 0.5515, 1.3130], [4.4462, 1.3551, 0.3611], [4.1798, 2.2527, 0.9546], [4.8969, 1.6121, -0.9298], [5.1009, 0.3395, 2.1416], [6.3811, 0.8412, 1.2534], [6.4174, -1.3319, 1.1276], [6.1199, -0.8059, -0.3314], [3.9692, -1.8561, 1.3834], [4.5442, -2.4703, -0.2197], [2.4432, -1.3013, -0.7072], [3.8776, -0.5678, -1.4751], [2.3250, 1.2745, -1.5616], [2.1831, 2.2347, -0.0164], [0.7965, -0.4448, -1.8638], [-1.6175, -0.9671, -2.2299], [-1.1510, -1.2053, -0.0939], [-3.3631, -1.8344, -0.6579], [-5.7354, -2.0910, 0.2034], [-7.6227, -1.4812, 1.0596], [-8.2256, 0.3489, 0.7437], [-7.5600, -0.1732, 2.1291]],
  "forces_ev_per_a": [[-1.3, -1.7, -2.5], [-9.2, -8.2, 2.3], [-8.3, -6.2, 2.4], [1.1, -2.9, -1.0], [-0.2, 13.2, 3.7], [2.1, 0.3, -1.9], [8.4, 14.5, -2.4], [-0.2, -1.5, 1.0], [-1.0, -2.6, 0.6], [-10.0, 9.1, 3.3], [9.2, -14.6, -5.0], [3.0, -5.1, 11.0], [-0.6, 7.2, -7.8], [-0.3, -6.9, -1.5], [-2.0, 3.7, 1.9], [-0.4, 2.1, -2.3], [-2.5, 6.6, -2.1], [3.8, 1.6, -0.6], [-5.6, -5.7, 6.7], [1.5, -1.2, -6.6], [-4.7, 0.8, 14.4], [6.9, 0.7, -16.2], [-1.0, -0.8, -0.5], [-0.2, 0.0, -1.2], [-1.1, -0.7, 4.3], [-4.1, -2.7, 11.7], [-0.3, 1.1, 0.6], [-0.3, -0.5, -0.1], [5.0, 1.9, -10.2], [-0.9, 0.0, 1.2], [-0.6, 0.0, 1.2], [2.8, 1.7, 0.3], [2.0, 1.0, -3.7], [0.4, -0.4, 1.6], [0.7, -1.3, -0.7], [-0.3, -1.9, -0.1], [0.0, 1.3, 2.9], [0.0, 1.7, -3.0], [2.7, -5.0, -1.7], [2.4, 1.2, -0.8], [0.0, 1.5, -0.4], [2.2, -1.8, -0.4], [1.1, 0.4, 2.0]]
}